(1)
C37H36BF2N7O6Pm | ωB97M-V with the def2-TZVPD basis set

XYZ file:
```
90
Properties=species:S:1:pos:R:3:forces:R:3
Pm 0.0608 -1.0578 0.3179 1.0075 0.9977 -0.9943
O -2.9998 5.8838 0.7884 0.0629 0.1210 -0.0047
C -2.5810 5.4391 -0.2912 0.1404 -0.4623 0.0060
O -2.5752 5.8966 -1.4459 -0.0740 0.0742 0.0265
C -1.9485 4.0092 -0.1826 -0.2160 0.4742 -0.0329
C -1.9760 3.1499 -1.2636 0.1084 -0.1993 0.0473
C -1.5089 1.8493 -1.1031 0.1030 0.2961 0.1653
N -0.8432 1.4570 -0.0029 -0.0177 -0.2503 0.0211
C -0.7183 2.3331 1.0033 -0.3275 0.1676 -0.1342
C -1.3501 3.5737 0.9842 0.1361 -0.1641 -0.0519
C 0.0582 1.9291 2.1945 -0.0445 -0.0340 0.2653
C 0.5417 2.8936 3.0737 0.0000 -0.0131 -0.0123
C 1.1474 2.4899 4.2477 0.0689 -0.0272 -0.0580
C 1.2649 1.1363 4.5130 0.0470 0.0632 0.0593
C 0.8169 0.2439 3.5589 -0.1148 -0.1605 -0.0175
N 0.2312 0.6207 2.4227 0.0614 -0.0361 -0.2330
C -1.6790 0.8772 -2.1896 -0.1553 0.1302 -0.5188
C -2.5617 1.0218 -3.1988 0.1195 0.1650 0.3015
C -2.4385 0.2312 -4.4115 0.1535 -0.2381 -0.1764
C -1.5220 -0.7301 -4.5405 0.0301 0.1299 -0.0271
C -0.7195 -1.1290 -3.3494 -0.0278 -0.1621 0.0084
N -0.8727 -0.2620 -2.1524 -0.3286 -0.4602 0.3230
H -2.3474 3.5230 -2.2074 -0.0797 -0.0448 0.0293
H -1.3920 4.2137 1.8544 0.0393 0.0330 -0.0546
H 0.4551 3.9418 2.8286 -0.0027 -0.0206 0.0064
H 1.5357 3.2291 4.9360 -0.0033 -0.0102 0.0381
H 1.7227 0.7775 5.4240 0.0191 -0.0364 -0.0373
H 0.9182 -0.8247 3.7052 0.0659 0.0026 0.0025
H -3.3089 1.7994 -3.1535 0.0386 0.0213 0.0179
H -3.0627 0.4981 -5.2554 -0.0128 -0.0256 0.0031
H -1.3455 -1.2535 -5.4716 -0.0997 0.0024 -0.0085
H -0.9065 -2.1670 -3.0586 0.0275 -0.0245 -0.0067
N -2.5588 -3.0424 -0.9982 -0.0194 -0.1052 -0.1095
C -2.2349 -4.3132 -0.3513 0.0672 -0.0702 -0.0271
C -0.8124 -4.7672 -0.7138 0.0290 0.3369 0.1307
C 0.1232 -3.6168 -0.3525 -0.2385 -1.2057 -0.4164
O 0.3385 -3.3918 0.8643 -0.1332 0.2164 0.0879
O 0.5333 -2.8541 -1.2718 0.0882 -0.1023 0.0438
H -3.3460 -2.6002 -0.5364 0.1390 0.0574 0.0122
H -2.8166 -3.1929 -1.9665 0.0330 0.0140 -0.0523
H -2.9483 -5.1118 -0.5876 0.0298 -0.0338 0.0302
H -2.2669 -4.1481 0.7257 -0.0290 -0.0275 0.0348
H -0.7272 -4.9869 -1.7792 -0.0016 -0.0280 0.0033
H -0.5637 -5.6492 -0.1242 0.0558 -0.0401 -0.0432
C 9.3068 3.5307 2.2321 -0.0856 -0.0269 0.0388
C 8.0643 3.3758 3.0707 0.0326 0.0266 0.0212
C 8.0272 3.9096 4.3544 -0.0137 -0.0082 -0.0178
C 6.9032 3.7660 5.1513 0.0562 0.0207 0.0288
C 5.7906 3.1108 4.6543 -0.0246 -0.0297 -0.0007
C 5.7974 2.5880 3.3650 0.1518 0.1364 0.0190
N 4.6285 1.9512 2.8817 -0.0124 -0.3591 0.0003
C 3.9688 2.3870 1.7519 -0.1232 0.0572 -0.1008
C 4.0597 3.7308 1.3592 0.0194 0.0046 0.0495
C 3.3438 4.2070 0.2780 -0.0050 -0.0416 -0.0108
C 2.5432 3.3513 -0.4677 -0.1072 0.0319 -0.1085
C 2.4777 2.0149 -0.1166 0.0485 0.1261 0.0880
C 3.1583 1.5114 0.9898 -0.0409 -0.1717 0.0077
C 2.9904 0.0492 1.3413 0.7786 -0.0306 0.2568
O 3.5429 -0.4004 2.3588 -0.1143 0.0555 -0.1809
O 2.3007 -0.6744 0.5370 -0.0791 0.3500 0.2021
C 6.9506 2.6928 2.5705 -0.1246 -0.0570 0.0221
C 6.9778 2.0680 1.2020 0.0266 0.0324 0.0374
H 10.0362 4.1615 2.7386 0.0063 0.0048 -0.0118
H 9.0731 3.9791 1.2648 0.0462 -0.0059 -0.0154
H 9.7720 2.5611 2.0402 0.0341 0.0207 -0.0320
H 8.8929 4.4416 4.7324 0.0074 -0.0082 -0.0044
H 6.8936 4.1794 6.1523 -0.0215 -0.0147 -0.0020
H 4.8983 3.0006 5.2570 -0.0456 0.0075 -0.0563
H 4.5209 0.9404 3.0069 -0.0516 0.0936 0.1136
H 4.6907 4.3992 1.9334 -0.0474 0.0055 0.0108
H 3.4040 5.2561 0.0147 0.0184 0.0062 0.0198
H 1.9605 3.7242 -1.3007 0.0424 -0.0043 -0.0191
H 1.8723 1.3393 -0.7038 -0.0145 -0.0220 0.0030
H 6.2806 1.2340 1.1463 -0.0057 0.0140 -0.0321
H 7.9732 1.6988 0.9569 0.0024 0.0153 -0.0100
H 6.6848 2.7915 0.4358 0.0107 -0.0323 -0.0240
C 3.0923 -1.3042 -2.8294 0.0106 0.0855 0.0526
N 1.8784 -1.3284 -3.6350 0.1330 -0.0897 0.0260
C 1.8132 -2.2649 -4.7378 -0.1088 -0.0562 0.0459
C 0.7517 -0.8573 -3.1185 -0.2519 -0.0108 -0.0352
N 0.5655 -0.1263 -2.0517 0.4271 0.6288 -0.1330
H 3.9069 -0.8453 -3.3923 -0.0037 -0.0101 0.0070
H 3.3722 -2.3205 -2.5430 -0.0378 -0.0009 0.0057
H 2.9123 -0.7365 -1.9175 0.0192 -0.0220 -0.0064
H 2.8030 -2.3565 -5.1802 0.0005 0.0368 -0.0338
H 1.1263 -1.9021 -5.5018 0.0093 -0.0069 -0.0076
H 1.4869 -3.2572 -4.4065 0.0412 0.0041 0.0251
F -1.9959 -1.7508 2.9644 0.2241 0.0941 -0.1655
B -2.0738 -1.4553 1.6240 -1.7653 -0.2960 1.4135
F -3.4102 -1.6003 1.2967 0.1928 0.1256 -0.1339
```
Positions in Å, forces in eV/Å.

Values from the calculation:
Strongest force on any atom (Eh/bohr): 0.04435
Frontier orbital gap (alpha / beta) (eV): 7.228 / 7.248
Total charge: -1
Multiplicity: 5
Expectation value of S²: 6.004



(2)
C37H36BrINbO6 | ωB97M-V with the def2-TZVPD basis set

XYZ file:
```
82
Properties=species:S:1:pos:R:3:forces:R:3
C 5.7080 1.3147 0.4389 -0.3207 0.1957 0.0972
C 5.0079 1.7360 -0.8361 -0.0426 -0.4090 -0.1151
C 4.5388 0.5666 -1.6870 0.3692 0.2704 0.0257
O 3.2316 0.2147 -1.3470 -0.7201 -0.4872 0.1282
C 2.5869 -0.6183 -2.3332 -0.2142 -0.1058 -0.5403
Nb 1.1760 -2.1316 -1.3837 0.0675 2.0667 1.5914
C 1.9420 -1.9149 0.7653 1.2794 -1.0832 0.2756
C 3.3866 -2.0277 1.0380 0.3821 2.3311 1.0256
O 4.0828 -1.1408 1.4910 -0.7813 -1.5909 -0.8169
I 4.4044 -3.9307 0.6868 0.0555 -0.1990 -0.0274
C -0.5569 -0.6445 -1.1285 0.1835 -0.5687 0.3634
Br -2.0909 -1.4914 -0.1827 -0.1144 0.2000 -0.0207
C -0.1671 0.6271 -0.3867 -1.0096 0.2388 -0.2057
C -1.2630 1.6936 -0.4306 -0.0027 -0.1554 0.1973
H 4.9988 0.9955 1.1877 -0.1666 -0.1533 0.1646
H 6.3599 0.4779 0.2420 0.3624 -0.2700 0.0023
H 6.2868 2.1265 0.8545 0.2739 0.2876 0.1563
H 5.6716 2.3372 -1.4427 0.2722 0.2551 -0.1947
H 4.1267 2.3272 -0.6300 -0.2241 0.3614 0.1180
H 4.6082 0.8445 -2.7373 -0.2348 0.0568 -0.3830
H 5.2129 -0.2780 -1.5461 0.1585 -0.3407 0.0095
H 2.0939 0.0345 -3.0571 -0.1470 0.1580 -0.2178
H 3.3221 -1.1733 -2.9101 0.3590 -0.1648 -0.1200
H 0.5984 -2.5017 -3.0742 0.3538 -0.2811 0.0265
H 0.0265 -3.4673 -0.8615 0.1607 -0.3632 -0.8908
H 2.4284 -3.4333 -1.6389 -0.4050 -0.3642 -0.1039
H 1.6370 -0.9907 1.2349 -0.2002 0.4827 -0.1135
H 1.4591 -2.7296 1.3019 -0.3173 -0.4133 -0.2327
H -0.9557 -0.3549 -2.0893 -0.2560 -0.0558 -0.4140
H 0.7220 1.0553 -0.8302 0.5433 -0.1116 -0.0422
H -0.0116 0.4006 0.6556 0.5304 -0.0940 0.3939
H -2.0701 1.4194 0.2327 -0.3353 -0.1505 0.1842
H -1.6836 1.7949 -1.4220 0.0128 0.1539 -0.3667
H -0.8925 2.6508 -0.0876 0.1741 0.3615 -0.0170
C -2.7542 -4.9577 9.4573 -0.0246 -0.0379 -0.0259
C -3.2744 -5.9142 8.5916 0.0215 0.0338 0.0369
C -2.6680 -6.1483 7.3705 -0.1144 -0.0598 0.0754
C -1.5433 -5.4215 7.0039 0.0881 0.0989 0.0075
C -1.0317 -4.4505 7.8648 0.0111 -0.0442 -0.1162
C -1.6364 -4.2279 9.0949 -0.0922 -0.0046 0.1128
C 0.1546 -3.6304 7.4778 0.0965 0.1011 0.0524
O 0.5999 -2.7953 8.2383 -0.0138 -0.0048 0.0149
C 0.7630 -3.8673 6.1420 -0.1190 -0.1011 0.0024
C 1.8362 -3.0836 5.7393 0.0964 0.0427 -0.0592
C 2.4237 -3.2979 4.5048 0.0155 -0.0055 -0.0339
C 1.9465 -4.2996 3.6672 0.0131 0.0314 -0.0100
C 0.8729 -5.0812 4.0588 0.0711 0.0165 -0.0739
C 0.2737 -4.8670 5.2932 -0.0437 0.0632 0.1321
C -0.8933 -5.7010 5.6883 0.0124 -0.0739 -0.1035
O -1.3117 -6.5859 4.9727 -0.0211 -0.0326 -0.0022
H -3.2259 -4.7804 10.4148 -0.0124 0.0032 0.0143
H -4.1546 -6.4772 8.8724 -0.0124 -0.0125 0.0106
H -3.0630 -6.8926 6.6939 0.0694 -0.0030 -0.0813
H -1.2285 -3.4799 9.7597 0.0753 0.0480 -0.0559
H 2.2046 -2.3071 6.3942 -0.0515 -0.0068 0.0831
H 3.2559 -2.6829 4.1866 0.0123 0.0025 -0.0344
H 2.4187 -4.4575 2.7051 -0.0566 -0.0598 0.0688
H 0.4936 -5.8551 3.4072 -0.0827 -0.0255 0.0308
C -0.2860 4.5181 -8.4313 0.0277 -0.0393 0.0398
C 0.2490 3.6487 -7.4861 -0.0202 0.0437 -0.0579
C -0.3901 3.4615 -6.2735 0.1133 -0.0695 -0.0415
C -1.5635 4.1498 -5.9975 -0.1100 0.0988 -0.0326
C -2.0926 5.0352 -6.9392 -0.0355 -0.0336 0.1402
C -1.4527 5.2100 -8.1591 0.0894 -0.0031 -0.1066
C -3.3318 5.8118 -6.6498 -0.0453 0.0648 -0.0929
O -3.7963 6.5760 -7.4705 -0.0016 0.0132 -0.0013
C -3.9818 5.6264 -5.3208 0.1134 -0.0872 0.0137
C -5.1101 6.3728 -5.0078 -0.1189 0.0569 0.0569
C -5.7316 6.2034 -3.7835 0.0199 -0.0454 0.0469
C -5.2334 5.2824 -2.8673 -0.0334 0.0508 -0.0432
C -4.1073 4.5386 -3.1714 -0.0773 -0.0019 0.1264
C -3.4747 4.7125 -4.3947 0.0192 0.0670 -0.1374
C -2.2469 3.9209 -4.6924 0.0422 -0.0695 0.0644
O -1.8159 3.1198 -3.8954 0.0409 -0.0532 0.0532
H 0.2121 4.6565 -9.3815 0.0131 0.0012 -0.0154
H 1.1654 3.1150 -7.6981 0.0127 -0.0178 -0.0064
H 0.0157 2.7826 -5.5367 -0.0698 -0.0059 0.0710
H -1.8718 5.8892 -8.8877 -0.0759 0.0454 0.0453
H -5.4947 7.0836 -5.7251 0.0557 -0.0135 -0.0854
H -6.6084 6.7882 -3.5398 -0.0196 0.0057 0.0059
H -5.7247 5.1474 -1.9132 -0.0095 -0.0020 0.0190
H -3.7121 3.8230 -2.4637 0.0849 -0.0331 -0.0449
```
Positions in Å, forces in eV/Å.

Values from the calculation:
Strongest force on any atom (Eh/bohr): 0.05074
Frontier orbital gap (eV): 5.383
Total charge: -1



The highest strongest force on any atom belongs to which entry? C37H36BrINbO6